1.
This record from the OMol25 dataset describes a structure of composition C11H16N3OSSiTi. The level of theory is ωB97M-V with the def2-TZVPD basis set.

Output
total charge = +1
orbital gap = 7.2 eV
molecular weight = 314.3 g/mol

Element x y z (Å)
Ti1 0.727 -1.106 -1.269
N1 4.335 -1.373 0.982
C1 3.085 -1.450 0.500
S1 2.990 -1.810 -1.236
N2 2.100 -1.260 1.328
N3 0.854 -1.264 0.723
C2 -0.165 -1.241 1.531
C3 -1.548 -1.199 1.165
C4 -2.507 -1.062 2.183
C5 -3.847 -0.990 1.877
C6 -4.254 -1.068 0.546
C7 -3.336 -1.218 -0.480
C8 -1.987 -1.282 -0.171
O1 -1.064 -1.428 -1.135
H1 5.122 -1.644 0.421
H2 4.465 -1.212 1.968
H3 0.079 -1.239 2.591
H4 -2.178 -1.007 3.213
H5 -4.579 -0.879 2.663
H6 -5.308 -1.017 0.305
H7 -3.650 -1.294 -1.512
C9 1.109 1.745 -2.999
Si1 0.804 1.449 -1.167
C10 2.215 2.034 -0.100
C11 -0.867 2.076 -0.621
H8 1.112 2.830 -3.150
H9 0.333 1.345 -3.655
H10 2.080 1.373 -3.332
H11 2.231 3.127 -0.101
H12 3.175 1.682 -0.479
H13 2.113 1.703 0.935
H14 -0.870 3.169 -0.675
H15 -1.097 1.801 0.410
H16 -1.672 1.709 -1.260

---

2.
This record from the OMol25 dataset describes a cluster of 4 separate species, C43H43ClF7IN2O13S2 in total at a distorted geometry. The level of theory is ωB97M-V with the def2-TZVPD basis set.

Output
total charge = 0
orbital gap = 7.1 eV
relative energy (zero: lowest compared OMol25 entry of this formula, charge and spin) = 0.00 kcal/mol
structure (SMILES) = C=CN1c2ccc(OCCOCC)c(CCCS)c2Sc2c(I)c(CC(=O)Cl)c(C(F)(F)C(F)F)c(CCC(=O)Nc3ccccc3)c21.O=C1OC[C@@H](F)O1.O=C1OC[C@@H](F)O1.O=C1OC[C@@H](F)O1
molecular weight = 1155.3 g/mol

Element x y z (Å)
C1 0.043 -0.706 2.386
C2 -0.697 -0.227 1.296
N1 -0.386 1.002 0.569
C3 1.003 1.376 0.734
C4 1.379 2.446 1.656
C5 2.804 2.802 1.812
C6 3.885 2.152 1.092
O1 5.236 2.441 1.147
C7 5.535 3.783 1.534
C8 5.478 4.852 0.371
O2 4.599 4.530 -0.703
C9 3.720 5.617 -1.040
C10 2.276 5.469 -0.412
C11 3.503 1.034 0.182
C12 4.620 0.268 -0.596
C13 5.574 -0.559 0.344
C14 6.626 -1.360 -0.533
S1 5.995 -3.066 -0.931
C15 2.109 0.674 0.017
S2 1.541 -0.653 -1.120
C16 0.015 0.113 -1.765
C17 -0.441 0.013 -3.150
I1 0.817 -1.162 -4.475
C18 -1.668 0.691 -3.622
C19 -2.005 0.489 -5.130
C20 -2.468 -0.992 -5.469
O3 -3.150 -1.663 -4.771
Cl1 -1.907 -1.612 -7.099
C21 -2.477 1.518 -2.683
C22 -3.711 2.217 -3.283
F1 -4.431 3.044 -2.440
F2 -3.237 3.059 -4.312
C23 -4.783 1.183 -3.910
F3 -5.079 1.613 -5.188
F4 -5.910 1.172 -3.092
C24 -2.012 1.574 -1.301
C25 -2.787 2.398 -0.228
C26 -4.163 1.768 0.227
C27 -4.158 0.207 0.362
O4 -3.976 -0.271 1.463
N2 -4.418 -0.559 -0.840
C28 -4.769 -1.943 -0.567
C29 -6.110 -2.409 -0.933
C30 -6.591 -3.776 -0.740
C31 -5.690 -4.744 -0.107
C32 -4.341 -4.292 0.260
C33 -3.862 -2.935 0.027
C34 -0.785 0.895 -0.818
H1 0.646 -1.642 2.386
H2 -0.004 -0.125 3.352
H3 -1.615 -0.811 1.006
H4 0.563 2.958 2.221
H5 3.025 3.637 2.513
H6 4.957 4.157 2.427
H7 6.610 3.770 1.888
H8 5.297 5.863 0.837
H9 6.520 4.917 -0.071
H10 3.568 5.612 -2.158
H11 4.144 6.629 -0.796
H12 1.705 4.652 -0.923
H13 1.690 6.419 -0.565
H14 2.299 5.300 0.701
H15 4.155 -0.454 -1.331
H16 5.236 0.976 -1.214
H17 4.995 -1.302 0.968
H18 6.100 0.102 1.090
H19 6.871 -0.810 -1.486
H20 7.580 -1.517 0.042
H21 6.627 -3.502 -2.075
H22 -1.047 0.635 -5.707
H23 -2.806 1.153 -5.536
H24 -4.341 0.155 -3.868
H25 -2.184 2.613 0.697
H26 -2.984 3.415 -0.679
H27 -5.044 2.061 -0.402
H28 -4.374 2.171 1.259
H29 -5.275 -0.140 -1.230
H30 -6.825 -1.690 -1.419
H31 -7.613 -4.067 -1.065
H32 -6.043 -5.785 0.058
H33 -3.651 -5.032 0.727
H34 -2.836 -2.590 0.304
C35 -9.165 0.414 -0.346
C36 -9.377 0.388 1.139
O5 -10.260 -0.701 1.316
C37 -9.994 -1.565 0.293
O6 -10.347 -2.697 0.265
O7 -9.265 -0.965 -0.691
F5 -9.991 1.519 1.566
H35 -9.940 0.977 -0.871
H36 -8.191 0.818 -0.622
H37 -8.467 0.221 1.722
C38 3.943 -7.679 1.497
C39 4.754 -6.655 2.236
O8 5.711 -6.255 1.275
C40 5.112 -6.421 0.061
O9 5.507 -5.942 -0.950
O10 3.997 -7.198 0.157
F6 5.402 -7.210 3.289
H38 4.385 -8.677 1.543
H39 2.915 -7.733 1.853
H40 4.185 -5.784 2.571
C41 5.571 1.136 3.904
C42 5.371 1.172 5.390
O11 4.483 0.096 5.618
C43 4.737 -0.811 4.628
O12 4.377 -1.942 4.648
O13 5.461 -0.255 3.618
F7 4.767 2.324 5.775
H41 4.796 1.679 3.364
H42 6.545 1.522 3.605
H43 6.285 1.024 5.972

---

3.
This record from the OMol25 dataset describes a structure of composition C13H30ClNO at a distorted geometry. The level of theory is ωB97M-V with the def2-TZVPD basis set.

Output
total charge = 0
orbital gap = 7.2 eV
relative energy (zero: lowest compared OMol25 entry of this formula, charge and spin) = 0.00 kcal/mol
molecular weight = 251.8 g/mol

Element x y z (Å)
C1 2.717 -1.984 -4.973
C2 2.546 -1.160 -3.592
C3 1.180 -1.183 -3.114
C4 1.088 -0.427 -1.785
N1 -0.179 -0.321 -1.030
C5 -0.566 -1.684 -0.414
C6 -2.166 -1.835 -0.462
C7 -2.440 -1.100 -1.835
C8 -1.375 0.102 -1.893
C9 -0.006 0.579 0.117
C10 0.341 2.055 -0.036
C11 0.360 2.750 1.323
H1 3.752 -1.708 -5.350
H2 2.159 -1.799 -5.717
H3 2.652 -3.025 -4.580
H4 2.961 -0.154 -3.786
H5 3.289 -1.481 -2.851
H6 0.808 -2.194 -3.105
H7 0.507 -0.782 -3.993
H8 1.517 0.627 -2.052
H9 1.729 -0.886 -1.117
H10 -0.071 -1.804 0.569
H11 0.020 -2.457 -0.980
H12 -2.498 -1.091 0.377
H13 -2.546 -2.810 -0.522
H14 -3.393 -0.554 -1.998
H15 -2.282 -1.779 -2.575
H16 -1.756 1.138 -1.353
H17 -1.042 0.261 -2.984
H18 0.803 0.054 0.636
H19 -0.946 0.774 0.769
H20 -0.316 2.644 -0.865
H21 1.247 2.185 -0.488
H22 0.260 3.861 1.221
H23 1.054 2.439 1.797
H24 -0.507 2.481 1.971
Cl1 -1.105 -1.209 3.036
C12 -1.185 2.148 6.096
C13 -0.340 0.910 5.644
O1 -1.260 -0.117 5.547
H25 -0.560 2.932 6.144
H26 -1.452 1.828 7.179
H27 -2.038 2.297 5.576
H28 0.424 0.700 6.243
H29 0.014 1.298 4.618
H30 -1.399 -0.521 4.586

---

4.
This record from the OMol25 dataset describes a structure of composition C32H32N3O3P2PdS. The level of theory is ωB97M-V with the def2-TZVPD basis set.

Output
total charge = -1
orbital gap = 5.5 eV
relative energy (zero: lowest compared OMol25 entry of this formula, charge and spin) = 9.84 kcal/mol
molecular weight = 707.1 g/mol

Element x y z (Å)
Pd1 -2.004 1.106 -0.347
O1 -0.765 0.583 1.384
P1 -0.302 -0.816 1.178
C1 0.885 -1.035 -0.190
P2 1.795 0.506 -0.625
O2 1.031 1.503 -1.396
C2 3.153 -0.168 -1.628
C3 4.503 -0.093 -1.305
C4 5.459 -0.598 -2.178
C5 5.071 -1.176 -3.376
C6 3.724 -1.239 -3.712
C7 2.770 -0.734 -2.846
C8 2.445 1.114 0.938
C9 1.902 2.312 1.393
C10 2.228 2.777 2.660
C11 3.100 2.054 3.459
C12 3.638 0.853 3.012
C13 3.299 0.375 1.758
C14 -1.624 -2.022 0.937
C15 -2.950 -1.605 1.074
C16 -3.976 -2.519 0.874
C17 -3.689 -3.835 0.543
C18 -2.374 -4.255 0.427
C19 -1.344 -3.349 0.630
C20 0.561 -1.340 2.680
C21 0.325 -0.547 3.802
C22 0.955 -0.854 5.000
C23 1.817 -1.936 5.082
C24 2.054 -2.726 3.963
C25 1.426 -2.428 2.765
H1 0.351 -1.355 -1.090
H2 1.627 -1.792 0.076
H3 4.814 0.378 -0.382
H4 6.509 -0.530 -1.923
H5 5.818 -1.568 -4.055
H6 3.418 -1.675 -4.654
H7 1.719 -0.755 -3.119
H8 1.175 2.834 0.782
H9 1.761 3.679 3.030
H10 3.338 2.411 4.454
H11 4.293 0.274 3.652
H12 3.686 -0.584 1.429
H13 -3.176 -0.573 1.323
H14 -5.002 -2.192 0.967
H15 -4.495 -4.539 0.378
H16 -2.151 -5.284 0.175
H17 -0.316 -3.682 0.536
H18 -0.325 0.320 3.720
H19 0.778 -0.230 5.867
H20 2.312 -2.165 6.018
H21 2.729 -3.570 4.026
H22 1.620 -3.048 1.897
N1 -2.980 3.658 -1.707
C26 -3.673 2.628 -2.258
C27 -4.750 2.874 -3.135
C28 -5.443 1.817 -3.668
C29 -5.062 0.515 -3.345
C30 -3.988 0.355 -2.496
N2 -3.304 1.368 -1.954
H23 -3.476 4.535 -1.686
H24 -2.466 3.465 -0.833
H25 -5.027 3.896 -3.360
H26 -6.280 1.999 -4.332
H27 -5.571 -0.348 -3.748
H28 -3.628 -0.628 -2.232
C31 -0.265 1.485 -3.884
O3 -0.597 0.252 -3.264
H29 0.660 1.910 -3.484
H30 -1.056 2.229 -3.744
H31 -0.146 1.293 -4.953
H32 -0.894 0.476 -2.356
S1 -1.905 3.049 3.932
C32 -1.891 3.353 2.297
N3 -1.854 3.560 1.148